Record 1
The following is a quantum chemistry calculation of a single C6H15NO2 molecule, from the OMol25 dataset.

Last column: Mulliken charge in e.
Positions of all 24 atoms, in Å:
C  0.792  -1.727  1.612  -1.511
C  0.325  -0.362  1.134  1.543
C  -0.007  0.587  2.278  -1.427
N  1.294  0.234  0.224  -0.314
C  0.764  1.168  -0.700  -0.443
O  1.701  1.514  -1.662  -0.573
C  -0.578  0.521  -1.579  0.243
C  -1.975  0.064  -1.159  -1.430
O  0.081  -0.509  -2.322  -0.600
H  0.998  -2.380  0.764  0.426
H  0.014  -2.193  2.215  0.392
H  1.693  -1.644  2.220  0.334
H  -0.612  -0.473  0.497  -0.708
H  -0.364  1.542  1.898  0.332
H  -0.782  0.155  2.908  0.362
H  0.876  0.775  2.889  0.363
H  1.781  -0.498  -0.284  0.356
H  0.408  2.066  -0.192  0.378
H  1.791  0.735  -2.228  0.438
H  -0.741  1.368  -2.266  0.370
H  -2.654  0.108  -2.015  0.416
H  -1.957  -0.970  -0.819  0.418
H  -2.362  0.698  -0.365  0.314
H  -0.488  -0.780  -3.050  0.319

Calculated values
ΔE to the lowest compared entry with this formula, charge and spin (kcal/mol): 44.9
LUMO level (eV): 0.693
SMILES: CC(C)N[C@@H](O)[C@H](C)O

Record 2
The following is a quantum chemistry calculation of a molecular structure, C6H15NO2, from the OMol25 dataset.

Last column: Mulliken charge in e.
Positions of all 24 atoms, in Å:
C  0.624  -1.882  -0.299  -0.484
C  2.813  -0.643  0.216  -1.337
C  1.459  -1.088  0.701  0.801
O  0.070  -0.996  -1.237  -0.760
O  1.010  -0.762  1.781  -0.562
H  -0.364  0.076  -0.817  0.075
H  -0.136  -2.442  0.267  0.272
H  1.253  -2.616  -0.818  0.444
H  2.735  -0.298  -0.815  0.337
H  3.221  0.134  0.859  0.349
H  3.492  -1.500  0.226  0.404
C  -1.982  0.110  0.494  -0.807
C  -1.032  1.477  -0.515  -0.545
C  0.085  2.105  0.313  -0.861
N  -2.537  -0.860  -0.291  -0.497
H  -3.376  -0.585  -0.787  0.255
H  -1.847  -1.272  -0.936  0.324
H  -1.172  -0.229  1.131  0.394
H  -2.704  0.737  1.010  0.464
H  -0.833  1.581  -1.591  0.465
H  -1.896  2.146  -0.450  0.467
H  1.050  1.671  0.052  0.152
H  -0.092  1.956  1.381  0.264
H  0.159  3.180  0.127  0.386

Calculated values
ΔE to the lowest compared entry with this formula, charge and spin (kcal/mol): 94.0
LUMO level (eV): 0.928

Record 3
The following is a quantum chemistry calculation of 2 unconnected molecules or ions with the total composition C6H15NO2, from the OMol25 dataset.

Last column: Mulliken charge in e.
Positions of all 24 atoms, in Å:
C  -1.382  -0.240  -1.452  -1.395
C  -1.293  0.523  -0.128  1.598
C  -1.301  -0.449  1.056  -1.510
C  -2.498  1.463  0.000  -1.676
N  -0.020  1.536  -0.097  -0.137
O  0.475  1.736  -1.198  -0.276
H  -1.367  0.434  -2.316  0.386
H  -0.554  -0.949  -1.562  0.296
H  -2.326  -0.793  -1.527  0.384
H  -2.246  -1.004  1.106  0.407
H  -1.149  0.075  2.005  0.381
H  -0.508  -1.198  0.964  0.360
H  -2.518  2.200  -0.810  0.386
H  -3.443  0.909  -0.042  0.378
H  -2.476  2.014  0.947  0.398
C  2.632  -1.423  -0.368  -1.220
C  2.354  -0.204  0.483  0.349
O  2.752  -0.450  1.816  -0.567
H  2.086  -2.292  0.010  0.311
H  3.698  -1.672  -0.347  0.353
H  2.328  -1.243  -1.403  0.328
H  2.889  0.667  0.096  0.345
H  1.197  -0.030  0.470  -0.198
H  2.672  0.390  2.297  0.318

Calculated values
ΔE to the lowest compared entry with this formula, charge and spin (kcal/mol): 88.5
LUMO level (eV): -0.083
SMILES: CC(C)(C)N=O.CCO

Max |F| values (in eV/A) by entry order: 2.9 3.8 2.8.
Total energy values (in Ha) by entry order: -442.8096 -442.7313 -442.7402.